{"formula": "C4H10NO2S", "method": "ωB97M-V/def2-TZVPD", "elements": ["C", "C", "C", "C", "N", "O", "O", "S", "H", "H", "H", "H", "H", "H", "H", "H", "H", "H"], "xyz": [[-1.096309, 1.071281, -0.142551], [0.156529, 1.979268, -0.260984], [-0.905435, -0.423076, -0.317358], [1.410686, -0.423002, -0.081866], [-1.073479, -1.315904, 0.886296], [1.616316, -1.494609, 0.716169], [1.924250, -0.438776, -1.295163], [1.445526, 1.054077, 0.860460], [-1.592180, 1.047319, 0.854828], [-1.852720, 1.375336, -0.929492], [0.504356, 1.927579, -1.273806], [0.034590, 2.956084, 0.036781], [-1.200137, -1.090217, -1.113543], [-1.864076, -0.922305, 1.401133], [-0.194386, -1.364932, 1.377874], [-1.357816, -2.173189, 0.501034], [2.095152, -2.267178, 0.498023], [1.949137, 0.502249, -1.717832]], "forces_ev_per_a": [[-2.055, -1.168, -0.472], [0.607, -4.520, 0.879], [3.928, -0.432, -0.039], [-2.184, 0.067, -0.172], [-1.259, 2.820, -0.588], [-1.203, 1.672, 1.051], [0.587, 1.446, -1.603], [-0.924, 1.519, -0.638], [0.318, 1.344, -0.460], [0.670, 0.017, 1.029], [0.289, 0.225, -0.510], [-0.240, 2.086, 0.914], [-0.098, 0.963, -0.806], [0.309, -0.427, 0.766], [0.406, -0.356, 0.832], [-0.234, -1.766, -0.047], [1.092, -1.051, -1.398], [-0.009, -2.437, 1.263]], "e_lumo_ev": -3.139, "homo_lumo_gap_ha": 0.3310, "charge": 1, "multiplicity": 1, "de_lowest_kj_mol": 290.6}

---

{"formula": "C8H8F2I2N2O11P2S", "method": "ωB97M-V/def2-TZVPD", "elements": ["O", "C", "I", "C", "C", "I", "N", "C", "O", "C", "P", "O", "O", "O", "S", "O", "O", "F", "C", "C", "O", "N", "C", "O", "F", "P", "O", "O", "H", "H", "H", "H", "H", "H", "H", "H"], "xyz": [[2.800027, 1.597027, 3.025533], [3.232052, 1.521195, 1.923078], [4.874128, 2.757875, 1.351338], [2.692069, 0.508585, 0.919297], [1.388006, 0.988792, 0.290903], [2.072517, 2.412723, -1.415381], [0.645085, 1.914018, 1.105075], [-0.543464, 2.111361, 0.328932], [-1.086420, 3.132453, 0.084877], [-0.994771, 0.671468, -0.154854], [-2.164915, 0.907694, -1.585579], [-1.464302, 1.611973, -2.653270], [-3.394286, 1.671664, -0.931878], [-2.758148, -0.498980, -1.975307], [-1.917699, 0.047058, 1.286636], [-2.988180, -0.782645, 0.828647], [-1.017868, -0.402771, 2.291761], [-2.568498, 1.349186, 1.835942], [0.359687, -0.068789, -0.342186], [0.465097, -1.491981, 0.132347], [1.523628, -1.974962, 0.468038], [-0.648550, -2.311764, -0.016742], [-0.977300, -3.308362, 0.919334], [-1.776942, -4.157567, 0.740294], [-0.304155, -3.168197, 2.055982], [0.926598, -0.250821, -2.232526], [2.246902, -1.171746, -2.002875], [-0.028846, -1.403980, -2.886059], [2.509190, -0.373675, 1.528753], [3.439856, 0.314958, 0.153931], [0.422849, 1.501284, 2.015102], [-3.286365, 2.623952, -1.079383], [-3.203155, -0.955219, -1.244100], [-1.477363, -1.863499, -0.382300], [2.503846, -1.360597, -1.081614], [0.499688, -2.097709, -3.301748]], "forces_ev_per_a": [[-0.013, 0.037, -0.079], [-0.208, -0.015, 0.297], [0.142, -0.020, -0.067], [0.002, 0.272, 0.255], [0.307, 0.023, -1.041], [0.095, 0.126, 0.698], [-0.212, 0.017, -0.375], [0.088, -0.387, 0.396], [-0.113, -0.030, 0.140], [-0.324, 0.406, -0.099], [0.017, 0.314, -0.379], [0.003, -0.269, 0.054], [0.150, -0.106, -0.119], [0.214, -0.113, 0.271], [0.085, -0.332, 0.010], [0.000, 0.136, 0.182], [-0.141, 0.191, -0.034], [-0.016, -0.070, -0.077], [-0.033, 0.149, 0.298], [0.232, 0.024, 0.134], [0.268, -0.040, 0.091], [-0.318, 0.611, 0.583], [0.152, -0.170, -0.289], [-0.063, 0.165, 0.105], [0.050, -0.197, -0.123], [-0.019, -0.185, -1.297], [0.326, 0.407, 0.316], [-0.308, 0.032, 0.344], [0.008, -0.112, -0.087], [-0.092, -0.214, 0.045], [0.140, 0.179, 0.109], [-0.038, 0.048, 0.175], [-0.284, 0.134, -0.053], [0.070, -0.501, -0.453], [-0.126, -0.338, -0.110], [-0.041, -0.175, 0.179]], "e_lumo_ev": -0.849, "homo_lumo_gap_ha": 0.2882, "multiplicity": 1}

---

{"formula": "C3H8N5", "method": "ωB97M-V/def2-TZVPD", "elements": ["N", "N", "C", "N", "C", "N", "C", "N", "H", "H", "H", "H", "H", "H", "H", "H"], "xyz": [[2.729668, -0.466175, -0.353465], [1.549389, -0.176296, 0.101854], [1.370266, 0.941885, 0.671336], [0.316649, 1.280299, 1.473089], [-0.934918, 1.116845, 1.372491], [-1.637204, 0.472857, 0.318416], [-1.096912, -0.529295, -0.414380], [-1.905947, -1.145623, -1.288364], [3.441144, 0.133500, -0.702519], [2.593513, -1.351180, -0.837720], [2.154575, 1.567295, 0.684786], [-1.409920, 1.600898, 2.221752], [-2.603535, 0.593042, 0.059195], [-0.112738, -0.990853, -0.337652], [-2.879116, -0.954378, -1.419613], [-1.574913, -2.092820, -1.549208]], "forces_ev_per_a": [[0.557, -3.462, -1.385], [-1.617, 0.508, 1.001], [-1.924, -1.485, -0.093], [-0.847, -0.054, -0.267], [1.385, 0.992, 0.669], [1.844, -1.794, -0.960], [-3.037, -0.318, -0.373], [2.041, -1.112, 0.498], [0.231, 1.072, -0.066], [1.222, 0.450, -0.086], [2.634, 2.694, 0.351], [-1.296, -0.466, -0.553], [-0.298, 0.804, 0.804], [0.069, 0.857, 0.720], [-0.401, 0.200, -0.051], [-0.562, 1.113, -0.210]], "e_lumo_ev": [-4.226, -4.226], "homo_lumo_gap_ha": [0.2921, 0.2921], "charge": 1, "multiplicity": 1, "de_lowest_kj_mol": 217.9, "smiles": "N/N=C/N=C\\NC=[NH2+]"}

---

{"formula": "C26H32ClN9O4SSr", "method": "ωB97M-V/def2-TZVPD", "elements": ["Sr", "C", "C", "N", "C", "S", "N", "N", "C", "C", "C", "C", "C", "C", "C", "N", "H", "H", "H", "H", "H", "H", "H", "H", "H", "H", "H", "H", "H", "O", "C", "O", "C", "C", "Cl", "N", "N", "C", "C", "O", "O", "C", "C", "C", "C", "C", "C", "H", "H", "H", "H", "H", "H", "C", "N", "C", "C", "N", "N", "C", "C", "H", "H", "H", "H", "H", "H", "H", "H", "H", "H", "H", "H", "H"], "xyz": [[-0.630716, -0.148650, -0.771472], [3.162019, 5.294620, 0.338907], [3.095260, 4.244875, 1.439118], [3.073878, 2.884124, 0.926362], [1.947522, 2.263481, 0.484576], [2.135226, 0.577071, 0.109660], [0.898895, 3.046013, 0.345244], [-0.267328, 2.437718, -0.015769], [-1.202519, 3.256870, -0.349162], [-0.984353, 4.738091, -0.454552], [-2.581954, 2.734234, -0.546774], [-3.672568, 3.562347, -0.288629], [-4.954658, 3.055080, -0.417500], [-5.128352, 1.737950, -0.805758], [-3.997574, 0.973040, -1.033858], [-2.759946, 1.454027, -0.901613], [3.214004, 6.296894, 0.768484], [2.277947, 5.233365, -0.292912], [4.045400, 5.141213, -0.282961], [2.211619, 4.407483, 2.059449], [3.973336, 4.328894, 2.080994], [3.834395, 2.265371, 1.144642], [-0.006372, 4.922985, -0.892386], [-0.969991, 5.202834, 0.535769], [-1.749329, 5.214785, -1.063933], [-3.521775, 4.583333, 0.028559], [-5.809390, 3.685992, -0.210036], [-6.109390, 1.300129, -0.922310], [-4.069997, -0.067806, -1.330437], [-4.366855, -5.073699, 0.867889], [-3.530168, -4.950313, 1.882336], [-3.453659, -5.770610, 2.762612], [-2.697137, -3.711252, 1.915641], [-1.973391, -3.268463, 3.008379], [-1.764587, -3.954782, 4.545248], [-1.342551, -2.124687, 2.660780], [-1.609683, -1.799632, 1.381213], [-2.422145, -2.742146, 0.924588], [-2.947154, -2.579240, -0.488526], [-4.009973, -3.137707, -0.784662], [-2.249512, -1.822474, -1.217302], [-0.625355, -1.197311, 3.482046], [-1.213998, -0.685928, 4.628812], [-0.523334, 0.258295, 5.372343], [0.724865, 0.703866, 4.956603], [1.292295, 0.196262, 3.797469], [0.623029, -0.772090, 3.064139], [-4.289981, -4.313847, 0.215297], [-2.200335, -1.012140, 4.928814], [-0.972816, 0.660274, 6.270949], [1.248595, 1.453993, 5.534838], [2.253968, 0.543428, 3.442981], [1.073674, -1.163067, 2.163320], [0.917048, -3.130191, -1.189169], [1.828463, -3.039634, -2.316795], [1.818656, -4.229894, -3.160931], [1.901350, -1.810251, -2.950776], [0.994578, -0.912637, -2.744996], [2.972214, -1.646928, -3.789924], [4.259762, -2.267140, -3.513420], [3.027372, -0.459783, -4.616879], [1.083297, -4.084217, -0.689510], [-0.136012, -3.065243, -1.482692], [1.157265, -2.344511, -0.468704], [0.809927, -4.437541, -3.536101], [2.156191, -5.089439, -2.581603], [2.481860, -4.103282, -4.011621], [1.310092, -0.010854, -3.090394], [4.163315, -2.978979, -2.700421], [4.987368, -1.506579, -3.216473], [4.638589, -2.781614, -4.399198], [3.262407, 0.442912, -4.039445], [2.080042, -0.314168, -5.135750], [3.809135, -0.593119, -5.362705]], "forces_ev_per_a": [[0.308, 0.022, 0.237], [0.025, 0.015, -0.014], [0.031, 0.003, -0.038], [-0.141, -0.028, 0.167], [0.064, -0.071, -0.120], [-0.096, 0.006, -0.024], [0.016, 0.042, 0.001], [-0.081, -0.141, -0.108], [-0.153, 0.141, 0.019], [0.073, 0.006, 0.083], [-0.035, 0.011, 0.142], [-0.086, -0.033, -0.083], [0.006, 0.025, 0.011], [-0.007, -0.029, -0.007], [0.087, 0.002, 0.003], [0.251, -0.084, -0.043], [-0.005, -0.012, 0.008], [0.008, -0.013, 0.002], [-0.010, 0.010, 0.004], [-0.013, 0.005, -0.019], [0.002, -0.019, 0.017], [0.035, 0.024, -0.074], [0.007, -0.004, -0.004], [-0.008, 0.008, -0.020], [-0.010, -0.008, 0.016], [0.014, 0.000, -0.009], [-0.002, -0.006, -0.001], [0.000, 0.015, 0.001], [0.001, 0.006, 0.001], [0.089, -0.118, 0.058], [-0.153, 0.059, 0.033], [0.038, -0.028, 0.003], [0.046, 0.024, 0.025], [0.074, -0.001, -0.046], [-0.019, 0.026, 0.005], [-0.097, 0.059, 0.129], [0.126, 0.043, -0.217], [-0.063, 0.035, -0.049], [0.196, 0.182, 0.145], [0.045, -0.079, -0.104], [-0.417, -0.179, -0.177], [0.051, -0.037, -0.063], [0.021, 0.018, 0.017], [-0.029, -0.006, 0.004], [0.013, 0.001, -0.011], [-0.019, -0.037, -0.002], [0.031, 0.052, 0.037], [-0.068, 0.057, -0.021], [-0.003, -0.026, -0.011], [0.006, 0.000, -0.008], [0.002, -0.005, -0.007], [-0.006, 0.019, 0.023], [-0.038, -0.044, -0.021], [0.025, 0.007, -0.001], [-0.035, 0.010, -0.011], [0.017, -0.003, 0.025], [-0.089, -0.048, 0.043], [-0.053, 0.184, 0.172], [0.017, -0.033, -0.061], [-0.017, 0.030, 0.023], [0.019, 0.007, 0.010], [-0.014, -0.007, -0.010], [-0.002, -0.010, -0.004], [0.009, -0.005, 0.003], [-0.003, -0.003, 0.002], [0.003, 0.000, 0.000], [-0.001, 0.010, 0.001], [0.028, -0.037, -0.073], [-0.005, -0.001, -0.003], [0.001, 0.008, 0.000], [0.000, -0.001, -0.002], [0.009, -0.005, 0.008], [0.001, 0.003, 0.007], [-0.018, -0.012, -0.020]], "e_lumo_ev": -0.088, "homo_lumo_gap_ha": 0.2825, "multiplicity": 1}